(1)
BrH12O6Zn | ωB97M-V with the def2-TZVPD basis set

Results
ΔE to the lowest compared entry with this formula, charge and spin: 442.1 kJ/mol
Charge: +1
Max |F|: 0.94 eV/A
Gap between HOMO and LUMO: 2.8 eV
Molar mass: 253.384 g mol⁻¹
DFT total energy: -4811.47399 Ha

The geometry in XYZ format:
```
20
Properties=species:S:1:pos:R:3:nbo_charge:R:1
Zn 4.786 -3.129 -0.160 0.929
Br 1.169 -0.601 -0.418 0.064
O 4.694 -2.015 3.054 -0.970
H 4.863 -2.170 3.983 0.497
H 4.286 -1.150 3.025 0.481
O -3.147 1.735 2.105 -0.923
H -2.381 1.178 1.968 0.456
H -2.913 2.570 1.700 0.467
O -4.221 -1.830 -0.973 -0.925
H -4.463 -2.676 -1.350 0.469
H -3.388 -1.611 -1.392 0.456
O 0.346 3.106 -4.391 -0.925
H -0.430 2.773 -4.841 0.469
H 0.489 2.491 -3.671 0.456
O -1.735 -4.855 0.909 -0.931
H -1.516 -4.011 0.515 0.459
H -2.342 -5.259 0.288 0.472
O 2.177 5.256 -0.430 -0.928
H 2.082 4.380 -0.055 0.456
H 1.644 5.817 0.133 0.472
```

***

(2)
C16H36N2O5Ti | ωB97M-V with the def2-TZVPD basis set

Results
⟨S²⟩: 2.002
Charge: +2
Max |F|: 0.74 eV/A
Gap between HOMO and LUMO (spin up / spin down): 8.6 / 11.6 eV
Molar mass: 384.340 g mol⁻¹
DFT total energy: -1965.90888 Ha
Spin multiplicity: 3

The geometry in XYZ format:
```
60
Properties=species:S:1:pos:R:3:nbo_charge:R:1
Ti 0.015 -0.044 0.030 1.191
C 1.532 -2.848 -0.297 -0.080
C 0.078 -3.224 -0.264 -0.077
O -0.712 -2.126 -0.753 -0.610
C -1.050 -2.204 -2.149 -0.067
C -2.219 -1.284 -2.365 -0.075
O -1.961 -0.072 -1.654 -0.572
C -3.151 0.591 -1.229 -0.088
C -2.769 1.489 -0.083 -0.061
O -1.882 0.791 0.812 -0.624
C -2.497 -0.213 1.642 -0.074
C -1.477 -0.637 2.667 -0.063
O -0.267 -0.972 1.949 -0.649
C 0.700 -1.780 2.642 -0.077
C 1.990 -1.752 1.825 -0.075
O 1.749 -1.605 0.408 -0.597
H 1.874 -2.671 -1.315 0.218
H 2.151 -3.633 0.139 0.221
H -0.267 -3.426 0.747 0.209
H -0.106 -4.116 -0.864 0.223
H -1.335 -3.225 -2.402 0.220
H -0.182 -1.928 -2.750 0.194
H -3.132 -1.737 -1.975 0.201
H -2.357 -1.091 -3.431 0.217
H -3.888 -0.154 -0.918 0.197
H -3.586 1.176 -2.043 0.221
H -3.644 1.838 0.465 0.225
H -2.205 2.358 -0.420 0.214
H -2.796 -1.063 1.024 0.210
H -3.375 0.197 2.143 0.228
H -1.837 -1.517 3.202 0.225
H -1.251 0.152 3.384 0.215
H 0.286 -2.780 2.768 0.204
H 0.883 -1.359 3.633 0.221
H 2.568 -2.659 2.002 0.222
H 2.603 -0.905 2.109 0.222
C 0.385 1.641 -2.672 -0.391
N 1.189 0.876 -1.682 -0.583
C 2.056 -0.042 -2.465 -0.397
C 2.119 1.817 -0.990 -0.228
C 1.420 2.716 -0.007 -0.221
N 0.886 1.949 1.149 -0.543
C 1.994 1.667 2.085 -0.403
C -0.056 2.829 1.871 -0.387
H 1.041 2.249 -3.299 0.213
H -0.336 2.289 -2.177 0.210
H -0.165 0.946 -3.300 0.224
H 2.680 0.525 -3.160 0.218
H 1.438 -0.724 -3.045 0.209
H 2.701 -0.603 -1.792 0.221
H 2.653 2.415 -1.734 0.224
H 2.869 1.210 -0.481 0.220
H 0.583 3.230 -0.480 0.220
H 2.109 3.497 0.333 0.223
H 1.624 1.060 2.912 0.208
H 2.802 1.137 1.586 0.210
H 2.400 2.596 2.496 0.217
H 0.449 3.750 2.173 0.209
H -0.422 2.328 2.766 0.211
H -0.901 3.079 1.238 0.209
```

***

(3)
C3H2F4 | ωB97M-V with the def2-TZVPD basis set

Results
ΔE to the lowest compared entry with this formula, charge and spin: 529.9 kJ/mol
Max |F|: 6.20 eV/A
Gap between HOMO and LUMO: 10.5 eV
Molar mass: 114.041 g mol⁻¹
DFT total energy: -514.76514 Ha

The geometry in XYZ format:
```
9
Properties=species:S:1:pos:R:3:nbo_charge:R:1
C 2.282 -0.111 -0.260 -0.280
C 1.697 0.963 -0.265 0.359
C -1.647 -0.415 0.109 0.910
F 0.704 1.626 0.342 -0.278
F -2.259 -0.410 -1.085 -0.334
F -2.107 0.411 0.990 -0.321
F -1.730 -1.656 0.572 -0.336
H -0.134 0.080 0.022 0.058
H 3.194 -0.488 -0.425 0.222
```

***

(4)
C5H4O | ωB97M-V with the def2-TZVPD basis set

Results
ΔE to the lowest compared entry with this formula, charge and spin: 359.4 kJ/mol
Max |F|: 6.03 eV/A
Gap between HOMO and LUMO: 9.8 eV
Molar mass: 80.086 g mol⁻¹
DFT total energy: -267.97543 Ha

The geometry in XYZ format:
```
10
Properties=species:S:1:pos:R:3:nbo_charge:R:1
C 2.298 0.473 -1.243 -0.301
C 1.243 0.387 -0.695 -0.064
C -1.537 0.579 -0.263 -0.337
C -0.271 -0.995 1.268 0.348
C -0.477 -0.051 0.188 -0.001
O 0.743 -1.578 1.534 -0.457
H 3.204 0.646 -1.747 0.231
H -2.514 0.391 0.160 0.219
H -1.497 1.285 -1.074 0.240
H -1.193 -1.137 1.873 0.122
```

***

(5)
C53H86AuF2N4P3Si | ωB97M-V with the def2-TZVPD basis set

Results
⟨S²⟩: 2.007
Max |F|: 1.05 eV/A
Gap between HOMO and LUMO (spin up / spin down): 6.5 / 6.2 eV
Molar mass: 1135.270 g mol⁻¹
DFT total energy: -3939.12493 Ha
Spin multiplicity: 3

The geometry in XYZ format:
```
150
Properties=species:S:1:pos:R:3:lowdin_charge:R:1
Au -0.191 -0.481 -0.096 0.576
C 1.430 -3.769 0.823 -0.200
Si 1.091 -2.453 -0.489 0.498
C 2.850 -1.878 -0.973 -0.310
C 3.659 -2.793 -1.654 -0.111
C 4.905 -2.439 -2.144 -0.080
C 5.359 -1.138 -1.974 -0.079
C 4.590 -0.225 -1.271 -0.099
C 3.344 -0.582 -0.746 -0.368
P 2.332 0.528 0.310 1.042
C 3.411 0.902 1.780 -0.431
C 4.725 1.684 1.642 -0.190
C 5.636 1.470 2.870 -0.190
C 4.816 1.162 4.118 -0.203
C 4.109 -0.191 3.954 -0.181
C 3.670 -0.430 2.498 -0.211
C 2.083 2.115 -0.613 -0.445
C 3.268 2.860 -1.256 -0.193
C 2.986 4.368 -1.366 -0.195
C 1.512 4.620 -1.668 -0.199
C 0.644 4.194 -0.470 -0.183
C 1.284 3.041 0.319 -0.222
C 0.241 -3.214 -2.010 -0.311
C 0.265 -4.590 -2.246 -0.095
C -0.448 -5.155 -3.295 -0.077
C -1.217 -4.348 -4.119 -0.072
C -1.245 -2.976 -3.917 -0.106
C -0.523 -2.401 -2.873 -0.400
P -0.319 -0.591 -2.665 1.056
C 0.763 -0.235 -4.177 -0.382
C 2.139 -0.903 -3.993 -0.198
C 2.897 -1.073 -5.318 -0.185
C 2.579 0.080 -6.260 -0.199
C 1.095 0.021 -6.655 -0.182
C 0.223 -0.619 -5.557 -0.199
C -1.855 0.442 -2.907 -0.419
C -1.381 1.923 -2.948 -0.210
C -1.658 2.557 -4.308 -0.193
C -3.171 2.616 -4.553 -0.184
C -3.869 1.324 -4.081 -0.177
C -2.887 0.153 -4.005 -0.202
H 2.163 -4.499 0.468 0.026
H 0.523 -4.300 1.122 0.016
H 1.847 -3.286 1.710 0.017
H 3.291 -3.802 -1.819 0.102
H 5.513 -3.168 -2.665 0.104
H 6.317 -0.837 -2.380 0.104
H 4.966 0.781 -1.149 0.078
H 2.719 1.480 2.406 0.095
H 4.503 2.748 1.535 0.106
H 5.271 1.365 0.754 0.083
H 6.254 2.357 3.025 0.107
H 6.317 0.635 2.685 0.113
H 4.083 1.959 4.274 0.111
H 5.456 1.143 5.001 0.107
H 3.243 -0.233 4.615 0.077
H 4.787 -0.993 4.259 0.111
H 2.766 -1.046 2.471 0.084
H 4.443 -0.976 1.951 0.117
H 1.401 1.787 -1.405 0.065
H 3.443 2.452 -2.255 0.109
H 4.182 2.720 -0.680 0.075
H 3.620 4.801 -2.142 0.108
H 3.244 4.865 -0.426 0.112
H 1.230 4.055 -2.563 0.101
H 1.348 5.675 -1.892 0.106
H -0.343 3.887 -0.822 0.091
H 0.498 5.045 0.198 0.109
H 0.505 2.466 0.831 0.077
H 1.957 3.437 1.087 0.108
H 0.856 -5.230 -1.599 0.096
H -0.415 -6.225 -3.462 0.103
H -1.799 -4.786 -4.920 0.106
H -1.863 -2.352 -4.550 0.098
H 0.892 0.854 -4.155 0.103
H 2.007 -1.885 -3.546 0.086
H 2.736 -0.308 -3.303 0.097
H 2.612 -2.014 -5.798 0.116
H 3.968 -1.129 -5.115 0.106
H 3.207 0.041 -7.151 0.106
H 2.796 1.022 -5.748 0.111
H 0.978 -0.560 -7.573 0.110
H 0.733 1.030 -6.867 0.104
H 0.232 -1.706 -5.653 0.107
H -0.802 -0.290 -5.704 0.077
H -2.361 0.292 -1.951 0.062
H -0.317 1.993 -2.711 0.058
H -1.904 2.492 -2.176 0.113
H -1.164 1.975 -5.091 0.097
H -1.237 3.564 -4.343 0.111
H -3.369 2.788 -5.613 0.106
H -3.579 3.470 -4.008 0.107
H -4.685 1.070 -4.760 0.108
H -4.306 1.472 -3.090 0.110
H -2.426 0.026 -4.983 0.086
H -3.428 -0.765 -3.774 0.095
F -3.663 -1.225 -0.593 0.026
C -2.973 -2.133 -1.283 -0.209
F -3.767 -2.607 -2.259 0.042
H -2.574 -2.932 -0.657 0.111
N -1.312 0.325 1.418 -0.344
P -2.030 0.063 2.740 0.502
N -3.457 0.961 2.972 -0.203
C -3.263 2.398 2.697 -0.234
C -3.628 2.749 1.257 -0.189
C -5.123 2.481 0.996 -0.192
C -5.668 1.462 2.006 -0.185
C -4.627 0.387 2.276 -0.215
N -1.156 0.602 4.078 -0.204
C 0.227 0.108 4.125 -0.224
C 0.523 -0.539 5.473 -0.178
C 0.385 0.493 6.608 -0.189
C -0.606 1.600 6.220 -0.183
C -1.720 1.015 5.361 -0.222
N -2.446 -1.522 3.119 -0.191
C -3.142 -1.867 4.360 -0.218
C -4.236 -2.904 4.121 -0.178
C -3.662 -4.207 3.532 -0.191
C -2.353 -3.929 2.777 -0.184
C -2.448 -2.569 2.100 -0.243
H -2.215 2.635 2.881 0.100
H -3.873 2.987 3.392 0.112
H -3.005 2.122 0.615 0.077
H -3.377 3.793 1.053 0.105
H -5.253 2.086 -0.014 0.099
H -5.699 3.407 1.061 0.102
H -6.579 0.996 1.627 0.109
H -5.920 1.957 2.948 0.110
H -4.329 -0.060 1.321 0.096
H -5.053 -0.400 2.901 0.095
H 0.937 0.929 3.949 0.108
H 0.358 -0.605 3.308 0.085
H 1.528 -0.963 5.467 0.088
H -0.177 -1.366 5.618 0.102
H 1.358 0.933 6.836 0.102
H 0.038 -0.010 7.514 0.105
H -0.102 2.381 5.646 0.112
H -1.024 2.065 7.115 0.108
H -2.502 1.752 5.185 0.100
H -2.173 0.180 5.914 0.102
H -3.576 -0.961 4.786 0.097
H -2.431 -2.270 5.096 0.111
H -4.972 -2.485 3.434 0.095
H -4.751 -3.101 5.062 0.110
H -4.388 -4.633 2.836 0.105
H -3.496 -4.945 4.319 0.103
H -2.176 -4.707 2.031 0.105
H -1.503 -3.926 3.464 0.113
H -3.371 -2.540 1.503 0.101
H -1.606 -2.390 1.432 0.051
```

***

(6)
C32H63GeNO5S2SiTl | ωB97M-V with the def2-TZVPD basis set

Results
ΔE to the lowest compared entry with this formula, charge and spin: 40.1 kJ/mol
⟨S²⟩: 0.773
Max |F|: 0.77 eV/A
Gap between HOMO and LUMO (spin up / spin down): 6.3 / 5.7 eV
Molar mass: 911.071 g mol⁻¹
DFT total energy: -5023.39616 Ha
Spin multiplicity: 2

The geometry in XYZ format:
```
106
Properties=species:S:1:pos:R:3:lowdin_charge:R:1
Tl 0.431 0.020 -0.220 0.774
C 4.341 -0.134 0.604 -0.037
C 3.813 -1.387 -0.067 -0.668
C 4.474 -2.606 0.585 -0.072
C 4.146 -1.382 -1.554 -0.032
O 2.379 -1.451 0.137 -0.404
Ge 1.417 -3.088 0.181 0.945
O 0.373 -2.448 -1.240 -0.397
C 0.108 -3.361 -2.317 -0.706
C -0.766 -4.510 -1.811 -0.045
C 1.420 -3.913 -2.885 -0.060
C -0.607 -2.632 -3.441 -0.033
O 0.260 -2.301 1.433 -0.367
C 0.251 -2.883 2.744 -0.699
C -0.963 -2.385 3.516 -0.044
C 1.531 -2.504 3.492 -0.021
C 0.144 -4.415 2.674 -0.078
H 5.430 -0.085 0.513 0.095
H 3.912 0.755 0.144 0.020
H 4.065 -0.123 1.661 0.082
H 5.561 -2.506 0.543 0.089
H 4.169 -2.683 1.634 0.071
H 4.189 -3.529 0.075 0.057
H 5.224 -1.481 -1.703 0.093
H 3.643 -2.217 -2.051 0.070
H 3.811 -0.458 -2.024 0.034
H -0.212 -5.119 -1.090 0.066
H -1.651 -4.106 -1.309 0.084
H -1.086 -5.152 -2.636 0.087
H 1.990 -4.435 -2.111 0.052
H 1.218 -4.615 -3.698 0.088
H 2.029 -3.090 -3.273 0.080
H -1.604 -2.323 -3.133 0.066
H -0.032 -1.749 -3.731 0.070
H -0.705 -3.285 -4.312 0.092
H -1.026 -1.296 3.492 0.054
H -1.877 -2.791 3.080 0.083
H -0.908 -2.714 4.558 0.089
H 1.621 -1.418 3.579 0.072
H 1.548 -2.953 4.489 0.090
H 2.404 -2.862 2.938 0.064
H -0.660 -4.691 1.984 0.087
H 1.073 -4.860 2.311 0.052
H -0.076 -4.831 3.662 0.086
S 1.588 0.728 -2.780 0.696
C 2.500 2.150 -2.645 -0.689
C 3.122 2.652 -3.832 -0.134
C 3.876 3.786 -3.822 -0.085
C 4.064 4.513 -2.615 -0.089
C 3.493 4.075 -1.462 -0.132
C 2.697 2.884 -1.418 -0.679
S 2.068 2.424 0.079 0.741
H 2.976 2.093 -4.748 0.094
H 4.341 4.131 -4.738 0.102
H 4.667 5.413 -2.612 0.101
H 3.637 4.616 -0.535 0.095
N -0.286 0.838 5.077 0.020
C 0.988 1.542 4.916 -0.141
C 1.581 1.283 3.538 -0.530
O 2.736 1.437 3.274 0.113
O 0.667 0.891 2.623 -0.018
H -0.874 1.281 5.767 0.086
H -0.138 -0.120 5.370 0.079
H -0.152 0.711 3.126 0.053
H 1.746 1.293 5.655 0.124
H 0.808 2.615 4.969 0.133
C -2.543 2.313 2.270 -0.088
C -2.253 2.797 0.841 -0.600
C -3.368 3.775 0.427 -0.083
C -0.926 3.555 0.910 -0.121
Si -2.226 1.356 -0.414 0.885
C -2.260 1.927 -2.221 -0.612
C -3.690 2.339 -2.616 -0.076
C -1.823 0.819 -3.183 -0.124
C -1.304 3.115 -2.419 -0.081
C -3.430 -0.042 0.023 -0.623
C -4.839 0.533 0.262 -0.076
C -3.502 -1.078 -1.102 -0.090
C -2.962 -0.798 1.267 -0.112
H -2.476 3.173 2.949 0.095
H -1.814 1.575 2.603 0.051
H -3.542 1.888 2.381 0.067
H -3.437 4.569 1.181 0.095
H -4.348 3.291 0.358 0.074
H -3.157 4.253 -0.531 0.063
H -1.029 4.381 1.626 0.096
H -0.619 3.981 -0.046 0.062
H -0.123 2.910 1.256 -0.005
H -4.391 1.503 -2.535 0.067
H -3.681 2.660 -3.664 0.096
H -4.078 3.166 -2.015 0.065
H -2.551 0.013 -3.243 0.059
H -0.864 0.399 -2.908 -0.031
H -1.715 1.246 -4.188 0.101
H -1.626 4.008 -1.878 0.066
H -1.273 3.369 -3.485 0.098
H -0.282 2.868 -2.113 0.054
H -5.225 1.064 -0.614 0.071
H -4.872 1.220 1.110 0.060
H -5.526 -0.294 0.480 0.094
H -3.927 -0.670 -2.021 0.070
H -4.145 -1.906 -0.779 0.097
H -2.512 -1.488 -1.315 0.064
H -2.955 -0.180 2.165 0.063
H -1.963 -1.216 1.121 0.041
H -3.650 -1.634 1.449 0.097
```